Record 1
A 2-piece molecular cluster, C2H7NOS2 overall in a non-equilibrium geometry, computed with wB97M-V/def2-TZVPD.

Values from the calculation:
- E_LUMO (eV) = 0.57
- strongest force on any atom (eV/Å) = 4.230
- relative energy (zero: lowest compared OMol25 entry of this formula, charge and spin) (kJ/mol) = 155.4
- highest occupied orbital energy (eV) = -8.95
- Kohn-Sham gap (eV) = 9.52
- SMILES string = NC=O.CSS

The geometry in ORCA input format:
```
! wB97M-V def2-TZVPD RIJCOSX def2/J DEFGRID3
* xyz 0 1
N 1.77977 -0.22069 -1.03774
C 1.81709 0.07682 0.27741
O 1.82258 -0.61460 1.23345
H 0.95391 -0.87305 -1.34690
H 2.16262 0.46523 -1.62728
H 2.06547 1.13686 0.45710
C -1.86488 0.90494 0.04678
S -2.43604 -0.91329 0.49051
S -0.60498 -1.85024 0.15133
H -1.67488 1.23548 -1.02782
H -2.71977 1.58536 0.39333
H -0.92595 0.94396 0.46746
H -0.37494 -1.87678 1.52237
*
```

These are the Mulliken partial charges, in e, on atoms 1 to 2: number 1, N, carries -0.332; number 2, C, carries 0.056


Record 2
A 2-piece molecular cluster, HN3O overall in a non-equilibrium geometry, computed with wB97M-V/def2-TZVPD.

Values from the calculation:
- E_LUMO (alpha / beta) (eV) = -0.59 / -0.59
- strongest force on any atom (eV/Å) = 5.841
- relative energy (zero: lowest compared OMol25 entry of this formula, charge and spin) (kJ/mol) = 56.4
- highest occupied orbital energy (alpha / beta) (eV) = -9.73 / -9.73
- Kohn-Sham gap (alpha / beta) (eV) = 9.14 / 9.14
- SMILES string = N#N.N=O

The geometry in ORCA input format:
```
! wB97M-V def2-TZVPD RIJCOSX def2/J DEFGRID3
* xyz 0 1
N -2.09388 -0.07644 -0.36437
N -1.20832 0.57656 -0.33258
N 0.74000 -0.39840 0.26587
O 1.39027 0.32555 1.01117
H 1.17193 -0.42727 -0.58008
*
```

These are the Mulliken partial charges, in e, on atoms 1 to 2: number 1, N, carries -0.053; number 2, N, carries 0.062


Record 3
C2H4N4O in the gas phase in a non-equilibrium geometry, computed with wB97M-V/def2-TZVPD.

Values from the calculation:
- E_LUMO (eV) = 0.66
- strongest force on any atom (eV/Å) = 3.785
- relative energy (zero: lowest compared OMol25 entry of this formula, charge and spin) (kJ/mol) = 210.6
- highest occupied orbital energy (eV) = -9.82
- Kohn-Sham gap (eV) = 10.48
- SMILES string = [H]/N=c1/[nH][nH]/c(=N/[H])o1

The geometry in ORCA input format:
```
! wB97M-V def2-TZVPD RIJCOSX def2/J DEFGRID3
* xyz 0 1
H 2.25526 -1.57114 -0.15962
N 2.28349 -0.59047 0.07795
C 1.08723 -0.26774 0.02322
N 0.77362 1.04508 -0.03291
N -0.58326 1.25087 0.04517
C -1.20378 -0.06680 -0.03138
N -2.43465 -0.51556 -0.05086
H -2.32135 -1.53899 -0.03094
O -0.15795 -0.93476 0.08917
H 1.17790 1.45006 -0.82203
H -0.87651 1.73946 0.89224
*
```

These are the Mulliken partial charges, in e, on atoms 1 to 2: number 1, H, carries 0.266; number 2, N, carries -0.604


Record 4
C28H41GeIN8OTeW as an isolated structure in a non-equilibrium geometry, computed with wB97M-V/def2-TZVPD.

Values from the calculation:
- E_LUMO (alpha / beta) (eV) = -5.13 / -5.67
- strongest force on any atom (eV/Å) = 1.565
- relative energy (zero: lowest compared OMol25 entry of this formula, charge and spin) (kJ/mol) = 178.1
- highest occupied orbital energy (alpha / beta) (eV) = -10.87 / -10.84
- Kohn-Sham gap (alpha / beta) (eV) = 5.74 / 5.16
- ⟨S²⟩ = 2.04

The geometry in ORCA input format:
```
! wB97M-V def2-TZVPD RIJCOSX def2/J DEFGRID3
* xyz 2 3
W -0.40504 -0.05154 0.55184
C -4.22704 0.23836 4.72904
N -2.84604 0.16166 4.29584
C -1.80914 0.09816 5.30714
C -2.50134 0.09206 2.99444
N -1.28094 0.18726 2.55474
N -3.55864 -0.09854 2.11884
C -3.55164 -0.36814 0.77614
N -4.78114 -0.62604 0.26514
N -2.47394 -0.41724 0.04674
H -4.75224 -0.71504 4.60574
H -4.75394 1.03296 4.19894
H -4.24634 0.49016 5.78354
H -2.24374 -0.22164 6.25034
H -1.33204 1.07176 5.44874
H -1.06314 -0.64644 5.02494
H -0.62794 0.43836 3.29514
H -4.45014 -0.24444 2.57594
H -5.61454 -0.47984 0.80664
H -4.90864 -0.71464 -0.72706
H -2.70294 -0.63194 -0.92616
C -1.30314 4.00396 -0.69776
C -0.23804 4.74386 -0.15986
C 0.65916 4.11556 0.65934
C 0.54526 2.72716 0.91894
N -0.49634 2.00946 0.37334
C -1.39114 2.67076 -0.39516
C 1.43826 1.99196 1.74024
C 2.32806 2.53326 2.67784
C 2.91666 1.75406 3.63904
C 2.51836 0.39596 3.74314
C 1.72516 -0.15804 2.80374
N 1.32546 0.55346 1.64254
H -2.02984 4.47416 -1.33886
H -0.14334 5.79356 -0.38686
H 1.48236 4.66476 1.08344
H -2.21404 2.06776 -0.77646
H 2.51186 3.59486 2.66324
H 3.61556 2.17136 4.34194
H 2.84646 -0.19434 4.58244
H 1.41966 -1.20104 2.80944
C 3.28836 2.72536 -0.87006
Ge 3.28896 0.76396 -0.57656
C 3.61816 -0.11554 -2.33806
C 4.85466 0.28096 0.54914
C 1.72316 -0.05144 0.41064
H 4.13076 2.93506 -1.52286
H 3.44956 3.25196 0.06414
H 2.38696 3.09976 -1.34426
H 4.57326 0.26676 -2.68936
H 2.87316 0.11936 -3.09726
H 3.71466 -1.19484 -2.25776
H 5.75456 0.61296 0.04364
H 4.93386 -0.79214 0.69014
H 4.81906 0.75746 1.52334
H 2.07246 -1.08164 0.61544
C 0.59636 -1.86774 -2.94346
Te 0.16376 0.09336 -2.11786
C -1.44424 -0.10534 -3.57636
C -0.77834 -0.83274 -4.71406
C -1.15254 -0.65004 -6.03486
C -0.47644 -1.32354 -7.04186
C 0.55596 -2.19124 -6.72896
C 0.91696 -2.40114 -5.40606
C 0.25896 -1.71304 -4.39896
H -0.07344 -2.59624 -2.47576
H 1.62816 -2.17294 -2.78136
H -1.80984 0.87256 -3.88726
H -2.28574 -0.69024 -3.19006
H -1.95724 0.02956 -6.27496
H -0.75504 -1.16514 -8.07176
H 1.08986 -2.70024 -7.51626
H 1.71566 -3.08844 -5.16246
N 0.65896 -4.42944 -0.27816
C -0.24074 -3.56704 0.21724
O 0.01006 -2.36014 0.33184
C -1.55994 -4.14994 0.63144
I -2.09024 -3.24404 2.51324
H 1.57516 -4.10534 -0.55066
H 0.46946 -5.41494 -0.34136
H -1.53344 -5.22694 0.76874
H -2.34974 -3.88544 -0.07026
*
```

These are the Mulliken partial charges, in e, on atoms 1 to 2: number 1, W, carries -0.631; number 2, C, carries -1.236


Record 5
C4H9NO2S in the gas phase in a non-equilibrium geometry, computed with wB97M-V/def2-TZVPD.

Values from the calculation:
- E_LUMO (alpha / beta) (eV) = 0.05 / 0.05
- strongest force on any atom (eV/Å) = 4.262
- relative energy (zero: lowest compared OMol25 entry of this formula, charge and spin) (kJ/mol) = 677.2
- highest occupied orbital energy (alpha / beta) (eV) = -7.44 / -7.44
- Kohn-Sham gap (alpha / beta) (eV) = 7.49 / 7.49
- SMILES string = CC=[S@@](=O)(O)/C=N/C

The geometry in ORCA input format:
```
! wB97M-V def2-TZVPD RIJCOSX def2/J DEFGRID3
* xyz 0 1
C 3.42471 0.45662 0.09748
C 2.32986 -0.45239 0.56920
S 0.59510 -0.00182 -0.05992
O 0.61415 0.23645 -1.45580
O 0.11945 -1.50862 0.26579
C -1.26060 0.68703 0.09554
N -2.16855 -0.13421 0.10600
C -3.56820 -0.13361 -0.11582
H 3.14595 0.81338 -0.95935
H 4.40158 -0.21061 0.00773
H 3.87071 1.11874 0.91189
H 2.30091 -0.72210 1.69251
H -0.69954 -1.70778 -0.10034
H -1.33100 1.73762 -0.37925
H -3.90548 0.88821 -0.25605
H -3.83906 -0.38282 -1.14573
H -4.02999 -0.68411 0.72613
*
```

These are the Mulliken partial charges, in e, on atoms 1 to 2: number 1, C, carries -0.815; number 2, C, carries -0.371


Record 6
A 8-piece molecular cluster, C27H65N5O11 overall in a non-equilibrium geometry, computed with wB97M-V/def2-TZVPD.

Values from the calculation:
- E_LUMO (alpha / beta) (eV) = -3.10 / -8.22
- strongest force on any atom (eV/Å) = 3.667
- highest occupied orbital energy (alpha / beta) (eV) = -11.21 / -11.21
- Kohn-Sham gap (alpha / beta) (eV) = 8.11 / 2.99
- ⟨S²⟩ = 0.76

The geometry in ORCA input format:
```
! wB97M-V def2-TZVPD RIJCOSX def2/J DEFGRID3
* xyz 1 2
C 0.66558 4.12751 2.01393
O 0.69010 3.22378 0.88527
C -0.35632 3.10993 0.01362
C -0.41059 1.84480 -0.81955
O -1.57179 1.98461 -1.63138
C -2.17294 0.67895 -1.81125
H 0.62376 5.15440 1.65083
H 1.56578 4.02332 2.61964
H -0.00847 3.84625 2.82304
H -0.54950 4.09134 -0.41952
H -1.21205 3.01792 0.68247
H -0.48189 1.06455 -0.06177
H 0.45043 1.57235 -1.42988
H -1.67002 0.07877 -2.56951
H -3.17605 0.75002 -2.23177
H -2.15580 0.14915 -0.85882
C 6.28737 -2.00802 4.54839
O 6.52961 -0.60512 4.73774
C 5.33302 0.34408 4.66749
C 4.76413 0.67673 3.28012
O 3.85843 1.82551 3.13053
C 4.44148 3.15779 3.34456
H 7.12122 -2.35405 3.93758
H 5.36183 -2.12305 3.98427
H 6.51059 -2.50565 5.49212
H 5.69155 1.19916 5.24054
H 4.54841 0.01353 5.34808
H 4.39536 -0.27593 2.89993
H 5.57295 0.91455 2.58922
H 4.62640 3.12511 4.41825
H 3.77713 3.98392 3.09105
H 5.40329 3.36208 2.87415
C -5.40355 4.22948 4.02555
O -4.42664 3.75633 4.96741
C -3.19650 3.21263 4.31211
C -2.10718 2.73754 5.30798
O -0.86352 2.58643 4.71693
C 0.15172 2.29187 5.73126
H -5.37624 3.61306 3.12701
H -5.33426 5.27676 3.73142
H -6.40206 4.09430 4.44125
H -2.81889 4.02911 3.69659
H -3.40353 2.49879 3.51482
H -2.32792 1.79114 5.80163
H -2.01026 3.50334 6.07758
H -0.02244 1.29319 6.13176
H 0.00121 2.93735 6.59659
H 1.18632 2.37233 5.39778
C 1.69548 2.09595 -4.73007
C 1.14406 0.66252 -5.01841
O 1.71380 -0.39018 -4.68702
N 0.01254 0.68701 -5.69940
C -0.79841 -0.50132 -6.05876
H 1.05223 2.62448 -4.02653
H 1.93146 2.79722 -5.53047
H 2.52888 1.88487 -4.06001
H -0.43944 1.57695 -5.85371
H -1.65429 -0.50437 -5.38380
H -0.23261 -1.41397 -5.87163
H -1.07786 -0.44306 -7.11071
C 2.26567 -0.58918 -0.17123
C 3.28200 -1.53972 -0.78124
O 4.36277 -1.70855 -0.22006
N 2.96729 -2.04342 -1.98236
C 3.75613 -3.11078 -2.68456
H 1.28145 -0.82670 -0.57494
H 2.56196 0.39849 -0.52455
H 2.16336 -0.64067 0.91274
H 2.27514 -1.54699 -2.52513
H 4.47693 -3.55545 -1.99840
H 4.31501 -2.66898 -3.50951
H 3.23222 -3.94829 -3.14521
C -0.25301 -3.11101 -2.75072
C -0.42886 -3.97060 -4.00537
O -1.13897 -4.92829 -3.90874
N 0.37010 -3.76594 -5.05683
C 0.33741 -4.66082 -6.18336
H 0.75996 -2.76315 -2.54823
H -0.46133 -3.58145 -1.78978
H -0.96287 -2.29133 -2.86175
H 0.51208 -2.76780 -5.11730
H 0.49393 -4.09641 -7.10262
H -0.57869 -5.24092 -6.29434
H 1.02216 -5.48168 -5.97023
C -0.69090 -0.35956 3.07149
C -1.99922 -0.62088 2.29645
O -2.00568 -1.40235 1.30521
N -3.04213 0.13533 2.75604
C -4.42704 -0.09850 2.37026
H -0.15775 0.50346 2.67270
H 0.00361 -1.19875 3.03268
H -0.85005 -0.13039 4.12518
H -2.93389 0.65540 3.61505
H -5.23903 0.56824 2.66047
H -4.79639 -1.11688 2.49105
H -4.39302 0.06427 1.29302
C -3.89548 -2.79062 -4.99303
C -3.81641 -2.51551 -3.45903
O -4.16252 -1.41826 -3.02712
N -3.42509 -3.46880 -2.65113
C -3.26051 -3.10268 -1.19818
H -3.00069 -2.59884 -5.58521
H -4.73987 -2.22314 -5.38426
H -4.25009 -3.81293 -5.12433
H -3.60877 -4.43206 -2.89302
H -4.26843 -2.78272 -0.93397
H -2.56635 -2.26354 -1.15243
H -3.06122 -3.89864 -0.48066
*
```

These are the Mulliken partial charges, in e, on atoms 1 to 2: number 1, C, carries -0.061; number 2, O, carries -0.221


Record 7
C4H8O as an isolated structure, computed with wB97M-V/def2-TZVPD.

Values from the calculation:
- E_LUMO (eV) = 0.98
- strongest force on any atom (eV/Å) = 0.971
- relative energy (zero: lowest compared OMol25 entry of this formula, charge and spin) (kJ/mol) = 597.2
- highest occupied orbital energy (eV) = -7.17
- Kohn-Sham gap (eV) = 8.16

The geometry in ORCA input format:
```
! wB97M-V def2-TZVPD RIJCOSX def2/J DEFGRID3
* xyz 0 1
C -1.25990 -0.59321 1.08052
C 0.40415 -0.66155 -0.25133
C 0.08318 0.37007 -1.20555
C 1.21314 1.12338 -0.52557
O 1.36569 -0.01614 0.40823
H -0.69088 -1.08525 1.88093
H -1.67095 0.33619 1.49519
H -2.07396 -1.25598 0.76646
H 0.35330 -1.74888 -0.19495
H -0.06196 0.21140 -2.26457
H -0.83616 0.07072 -0.11100
H 0.98201 2.02979 0.04816
H 2.14707 1.26364 -1.08039
*
```

These are the Mulliken partial charges, in e, on atoms 1 to 2: number 1, C, carries -1.399; number 2, C, carries 0.330


Record 8
C10H4AlNO4S5 as an isolated structure in a non-equilibrium geometry, computed with wB97M-V/def2-TZVPD.

Values from the calculation:
- E_LUMO (eV) = -2.29
- strongest force on any atom (eV/Å) = 1.603
- relative energy (zero: lowest compared OMol25 entry of this formula, charge and spin) (kJ/mol) = 28.4
- highest occupied orbital energy (eV) = -7.61
- Kohn-Sham gap (eV) = 5.33

The geometry in ORCA input format:
```
! wB97M-V def2-TZVPD RIJCOSX def2/J DEFGRID3
* xyz 0 1
Al 0.95186 1.48344 1.78630
O -0.47153 2.48163 1.34874
C -1.36502 2.18394 0.49393
C -1.23836 1.18717 -0.49102
C -2.28414 0.91954 -1.39733
C -2.09688 0.00480 -2.40635
C -0.84599 -0.60034 -2.61392
C 0.17527 -0.38590 -1.72484
C -0.02336 0.43360 -0.60115
O 0.88879 0.51378 0.32762
N -3.20199 -0.35629 -3.26624
O -2.96560 -1.09205 -4.19734
O -4.29176 0.09060 -2.98272
H -2.27807 2.78697 0.50806
H -3.23131 1.42714 -1.29400
H -0.71647 -1.23169 -3.47906
H 1.13793 -0.85610 -1.85499
S 4.02246 -4.13913 2.52035
C 3.37450 -2.64433 2.62822
S 4.16320 -1.22502 1.99123
C 2.93401 -0.07097 2.46006
C 1.84894 -0.57989 3.10617
S 0.49699 0.36199 3.69107
S 1.83276 -2.30930 3.37449
S 3.18379 1.61640 2.07270
*
```

These are the Mulliken partial charges, in e, on atoms 1 to 2: number 1, Al, carries 0.474; number 2, O, carries -0.340